[1]
105
Properties=species:S:1:pos:R:3:forces:R:3:lowdin_charge:R:1 method="wB97M-V/def2-TZVPD" relative_energy_kj_mol=500.8
C -24.38175 -3.17810 -1.02217 -0.25 0.34 0.38 -0.0696
C -23.57968 -4.19939 -0.16251 0.82 2.71 1.03 -0.4275
C -23.62210 -3.72090 1.36645 -0.71 -0.64 -0.28 -0.1830
O -22.77050 -4.42917 2.25003 -0.29 -1.88 -3.09 -0.2333
C -22.80260 -4.11432 3.59871 0.71 -0.26 -1.03 -0.1134
N -24.06947 -5.53866 -0.30899 -0.15 0.09 0.48 0.0355
H -24.09178 -2.12790 -1.05565 0.81 0.03 0.97 0.0677
H -25.39325 -3.12350 -0.61969 -0.26 -0.32 -0.28 0.0748
H -24.40859 -3.30148 -2.10483 -0.13 -1.15 0.01 0.0669
H -22.51702 -4.15775 -0.40153 0.28 0.23 -0.38 0.1241
H -24.64859 -3.91224 1.67918 -0.39 0.25 0.13 0.1186
H -23.38672 -2.66498 1.49966 -0.11 0.36 -0.51 0.1173
H -22.40651 -3.10167 3.52278 -0.18 0.40 1.77 0.0926
H -22.10202 -4.87136 3.95110 0.18 0.59 0.88 0.0940
H -23.77069 -4.29908 4.06431 -0.19 0.55 0.10 0.0895
H -23.35116 -6.04443 0.18933 -0.22 -0.96 -0.10 0.0728
H -24.02737 -5.76890 -1.29151 0.07 -0.34 -0.07 0.0728
C -27.64826 -19.25163 -12.46461 -0.50 1.19 -1.13 -0.0580
C -28.81519 -18.25892 -12.84009 1.22 0.83 -0.37 -0.3862
C -28.15025 -16.81329 -12.97285 -0.68 0.15 1.04 -0.2043
O -28.98176 -15.84403 -13.60903 0.15 1.37 -0.86 -0.2106
C -28.24646 -14.60401 -13.88460 0.31 -1.03 -0.65 -0.0880
N -29.47991 -18.51221 -14.10744 -0.55 -0.21 -0.68 0.0177
H -27.97992 -20.19993 -12.04171 0.02 0.24 0.05 0.0711
H -26.93635 -18.70817 -11.84337 -0.19 -0.26 0.58 0.0660
H -27.06546 -19.43133 -13.36801 -0.14 -0.32 -0.20 0.0686
H -29.62117 -18.41031 -12.12204 0.27 0.74 0.47 0.1285
H -27.22828 -16.93877 -13.54060 0.19 -0.13 -0.20 0.1155
H -27.91407 -16.31055 -12.03499 0.44 -0.67 0.56 0.1163
H -28.76714 -13.83243 -14.45173 -1.20 -0.35 0.61 0.0805
H -27.46282 -14.77759 -14.62210 0.54 -0.66 0.18 0.0765
H -27.76962 -14.14647 -13.01778 -0.26 -0.22 0.34 0.0817
H -30.28602 -17.90379 -14.11690 -0.85 -0.28 0.54 0.0619
H -29.05184 -18.01119 -14.87284 1.22 -0.38 -0.28 0.0630
C -28.96711 -18.32196 -5.71835 0.60 1.15 0.79 -0.0574
C -27.81544 -18.84046 -4.82721 0.22 0.06 -1.01 -0.4017
C -27.73959 -20.39523 -4.82125 1.15 0.42 0.38 -0.2241
O -28.86020 -21.10953 -4.39283 -0.76 -0.35 -0.04 -0.1656
C -29.19619 -20.86845 -3.05649 0.15 0.57 0.91 -0.1284
N -26.50654 -18.32441 -5.34642 -0.47 -0.26 -0.10 0.0233
H -28.89044 -18.63255 -6.76035 -0.43 -0.59 0.26 0.0846
H -28.93740 -17.23404 -5.77872 0.68 0.37 -0.03 0.0632
H -29.92706 -18.36369 -5.20372 -0.21 -1.15 -0.44 0.0750
H -27.93729 -18.45265 -3.81585 -0.38 -0.22 0.20 0.1199
H -26.90841 -20.66896 -4.17141 0.34 0.09 0.43 0.1118
H -27.40871 -20.80789 -5.77431 -0.51 0.38 -0.36 0.1280
H -28.33950 -20.86220 -2.38258 0.65 0.05 -0.17 0.0846
H -29.82978 -21.61571 -2.57873 -0.35 -0.22 -0.86 0.0879
H -29.65368 -19.88651 -2.93571 -0.30 0.09 0.00 0.0801
H -25.78130 -18.31414 -4.64357 0.01 -0.53 0.31 0.0615
H -26.58032 -17.34163 -5.56735 -0.40 0.13 -0.28 0.0574
C -25.56462 -11.43478 -6.99865 1.20 -0.09 -2.02 -0.0814
C -25.50097 -10.83273 -5.66329 -0.97 -0.17 0.89 -0.4634
C -26.43436 -9.60641 -5.56267 0.55 -1.23 0.84 -0.2533
O -25.97666 -8.57143 -6.32444 0.49 1.45 -0.94 -0.1675
C -26.93140 -7.54540 -6.49121 -0.25 -0.07 -0.27 -0.1024
N -25.84315 -11.81952 -4.66325 -0.01 -0.09 1.09 0.0281
H -25.03061 -10.73919 -7.64600 -0.36 0.10 -0.51 0.0817
H -26.55575 -11.62243 -7.41162 -0.17 0.17 0.26 0.0869
H -24.98556 -12.35171 -7.10839 -0.08 -0.17 0.43 0.0813
H -24.47605 -10.59611 -5.37754 0.09 0.60 -0.46 0.1457
H -26.44821 -9.31725 -4.51181 -0.26 0.17 0.40 0.1210
H -27.44271 -9.89834 -5.85611 -0.31 -0.23 -0.06 0.1276
H -27.47751 -7.30199 -5.57984 0.33 0.11 0.44 0.0852
H -27.71735 -7.85906 -7.17823 -0.03 -0.12 -0.37 0.0855
H -26.44331 -6.65719 -6.89242 0.05 -0.13 0.11 0.0899
H -25.84266 -11.29808 -3.79827 -0.05 -0.39 0.59 0.0627
H -26.76192 -12.23308 -4.73343 -0.25 0.10 -0.40 0.0725
C -29.30419 5.22683 -15.52083 -0.33 -0.54 -0.18 -0.0728
C -28.31772 4.44427 -14.66556 -1.87 0.93 1.70 -0.4920
C -29.00933 3.15596 -14.05529 1.83 0.17 -0.52 -0.1196
O -28.00259 2.16513 -13.63709 -1.15 1.54 -1.14 -0.2061
C -28.39332 1.31932 -12.60512 0.81 -0.11 1.10 -0.1473
N -27.20207 4.09925 -15.42993 1.95 -1.39 -0.57 0.0351
H -30.18423 5.61576 -15.00861 -0.03 -0.30 0.25 0.0757
H -29.59858 4.49302 -16.27114 -0.35 0.37 -0.40 0.0761
H -28.86013 6.09424 -16.00918 0.32 -0.17 -0.02 0.0747
H -28.03216 5.09637 -13.84013 -0.01 0.06 0.59 0.1258
H -29.57362 2.71598 -14.87753 -0.44 -0.17 0.28 0.1201
H -29.59194 3.46861 -13.18873 -0.31 -0.17 -0.13 0.1211
H -27.55813 0.62460 -12.51614 -0.23 -0.29 0.10 0.0891
H -29.33278 0.76846 -12.65067 -0.18 0.03 -0.82 0.0852
H -28.43568 1.86022 -11.65975 -0.04 0.25 0.28 0.0802
H -26.64832 3.56440 -14.77619 0.44 -0.74 -0.28 0.0712
H -26.57606 4.86336 -15.64048 -0.40 0.54 -0.21 0.0834
C -26.74156 4.34523 -1.29327 -2.09 -0.59 0.73 -0.0461
C -28.17199 4.64882 -1.99210 3.00 1.69 0.33 -0.3802
C -29.15522 3.48044 -1.73679 0.86 0.88 0.95 -0.2152
O -28.57160 2.27711 -2.08242 0.57 -2.06 -0.56 -0.1983
C -28.59138 2.02547 -3.47548 0.21 1.12 -0.38 -0.0966
N -28.55119 5.96643 -1.43719 -1.36 -0.47 0.75 0.0011
H -26.95195 4.15358 -0.24108 -0.32 -0.09 0.27 0.0666
H -26.09415 5.21755 -1.20374 0.12 -0.08 -0.89 0.0649
H -26.28130 3.40703 -1.60321 0.22 0.44 -0.54 0.0675
H -27.87400 4.95203 -2.99577 -0.50 -1.29 -0.79 0.1125
H -30.18008 3.49277 -2.10776 -0.06 0.76 -0.35 0.1250
H -29.19157 3.44563 -0.64795 -0.39 0.10 0.14 0.1265
H -28.12529 2.89546 -3.93806 -0.08 0.06 -0.51 0.0766
H -29.60543 1.93201 -3.86415 -0.24 -0.03 0.08 0.0856
H -28.01438 1.17259 -3.83290 0.02 -0.24 0.86 0.0890
H -29.28007 6.37751 -2.00274 -0.15 0.10 0.02 0.0621
H -27.79281 6.63314 -1.41548 0.20 -0.29 -0.10 0.0591
O -30.19538 -13.85454 -1.50668 0.00 0.07 -0.22 -0.0550
H -29.58447 -14.49791 -1.14739 0.18 -0.17 0.06 0.0268
H -30.75211 -13.61279 -0.76652 -0.17 0.10 0.16 0.0280

[2]
110
Properties=species:S:1:pos:R:3:forces:R:3:lowdin_charge:R:1 method="wB97M-V/def2-TZVPD" total_charge=+1
Tl -0.97162 -0.85318 1.11180 0.88 0.67 -0.16 1.1216
C 2.01585 -0.89231 5.65031 -0.18 -0.70 -0.38 -0.0100
C 0.97483 -0.25186 4.68889 -0.65 0.36 -1.86 -0.4893
C 1.41658 1.08570 4.09722 0.57 0.30 -0.52 -0.0474
O 0.53318 -1.14295 3.68679 0.90 0.96 1.23 -0.1323
H 2.30979 -0.20738 6.44565 -0.16 0.17 -0.20 0.0915
H 2.88489 -1.18582 5.06149 0.06 0.13 0.08 0.0623
H 1.60080 -1.79543 6.09775 -0.02 0.06 0.00 0.0872
H 0.12425 -0.00128 5.32279 -0.67 -0.33 0.48 0.1520
H 0.72346 1.48019 3.35421 -0.27 -0.45 0.00 0.0438
H 2.36811 1.00458 3.57174 0.12 -0.22 0.07 0.0543
H 1.53560 1.91480 4.79474 0.00 -0.30 0.52 0.0911
C 1.79069 1.55030 -1.76823 -0.35 0.62 0.88 -0.0301
C 0.75798 2.34375 -0.81340 0.21 -2.26 -1.89 -0.4428
C 0.34862 3.80735 -1.34883 -0.20 -0.45 0.82 0.0021
O -0.32115 1.50218 -0.61020 0.14 1.09 0.05 -0.1504
H 1.26892 1.20160 -2.65946 -0.08 0.65 -0.15 0.0528
H 2.15915 0.60990 -1.35838 -0.46 0.03 0.81 0.0269
H 2.72586 2.05839 -2.00360 -0.28 0.58 -0.27 0.0774
H 1.15730 2.55470 0.17864 0.52 0.22 0.52 0.1246
H 1.17587 4.50732 -1.23132 0.33 -0.38 -0.19 0.0795
H -0.41633 4.20290 -0.68062 -0.25 -0.20 -0.07 0.0572
H -0.01918 3.82614 -2.37474 0.10 -0.36 0.07 0.0822
O 1.80651 -1.18455 0.45513 0.94 0.03 0.58 -0.3832
P 3.26275 -1.48834 0.29491 2.31 0.65 -1.78 0.6152
N 3.69831 -2.00494 -1.28521 -0.80 -0.77 1.89 -0.2842
C 4.27992 -1.15853 -2.28870 -0.36 0.17 -0.18 -0.1281
C 2.94988 -3.25396 -1.79885 1.56 1.72 2.00 -0.0446
N 3.85365 -2.67572 1.29172 -0.43 -1.55 -1.27 -0.3040
C 3.26473 -2.71461 2.60237 0.50 -0.09 1.06 -0.1186
C 5.26409 -3.09394 1.22159 0.06 0.79 0.84 -0.0932
N 4.38098 -0.18416 0.63119 -2.51 0.19 -0.14 -0.2794
C 5.80917 -0.13464 0.35269 -0.98 -0.45 -0.20 -0.1261
C 3.85142 1.03644 1.25842 -0.38 -0.21 0.06 -0.1275
H 4.97306 -1.73628 -2.90017 0.15 0.02 -0.06 0.0934
H 4.81427 -0.31978 -1.84254 -0.18 -0.09 -0.19 0.0597
H 3.46830 -0.80262 -2.92330 0.46 0.44 -0.27 0.0410
H 3.42800 -4.05911 -1.24094 -0.13 -0.46 -0.48 0.0695
H 3.13650 -3.30680 -2.87145 -0.56 -0.17 0.17 0.0841
H 1.93704 -3.14981 -1.40973 -0.34 -0.25 -0.88 0.0556
H 2.34974 -3.30343 2.66721 -0.31 0.61 -0.18 0.0952
H 3.91923 -3.18509 3.33610 0.39 -0.29 -0.30 0.0870
H 3.22795 -1.69635 2.98954 -0.88 0.15 0.16 0.0614
H 5.43534 -3.91705 1.91532 -0.21 -0.15 -0.25 0.0867
H 5.69345 -3.33356 0.24880 -0.68 -0.07 -0.18 0.0833
H 5.84656 -2.25793 1.60877 0.42 -0.11 0.17 0.0605
H 6.12596 -1.07886 -0.09023 0.15 0.24 0.01 0.0671
H 5.94299 0.66145 -0.37974 0.67 0.22 0.20 0.0824
H 6.31646 0.02110 1.30480 0.44 0.24 -0.22 0.0914
H 4.24485 1.19790 2.26204 0.18 -0.29 0.23 0.0756
H 2.76540 0.98977 1.33881 0.00 -0.32 0.03 0.0485
H 4.03187 1.98907 0.76038 0.45 -0.12 -0.73 0.0808
O -0.69769 -2.04563 -1.54545 0.09 0.46 0.28 -0.3886
P -1.01162 -2.45817 -2.93121 -0.50 0.51 -2.51 0.5859
N -1.58942 -4.03099 -3.12391 0.07 0.95 -0.11 -0.2983
C -0.66209 -5.16530 -2.88367 0.19 0.91 -1.66 -0.0889
C -2.99510 -4.31687 -2.78952 0.76 -0.32 1.18 -0.1008
N 0.33298 -2.36847 -3.99360 0.62 -0.66 0.36 -0.2815
C 1.22835 -1.15448 -3.92165 -1.59 -1.47 0.21 -0.0925
C 0.16837 -3.00912 -5.32423 0.11 -0.65 0.70 -0.0977
N -2.15447 -1.39196 -3.68648 0.64 -0.59 2.64 -0.2988
C -2.96115 -1.63631 -4.86242 -0.09 0.14 0.91 -0.1266
C -2.23923 -0.01441 -3.11377 1.06 -1.07 -0.54 -0.0870
H 0.35938 -4.78500 -2.87536 0.01 0.10 0.70 0.0625
H -0.63727 -5.72941 -3.81600 -0.35 -0.67 0.18 0.0784
H -0.91622 -5.79607 -2.03181 0.01 0.27 0.04 0.0861
H -3.49899 -3.45417 -2.35368 -0.01 0.12 -0.35 0.0805
H -2.88347 -5.02660 -1.96982 -0.64 -0.18 0.15 0.0723
H -3.61346 -4.79769 -3.54751 0.29 0.23 -0.39 0.0846
H 0.63122 -0.33838 -4.32847 0.49 0.54 0.07 0.0803
H 1.49442 -1.02345 -2.87278 -0.31 0.27 -0.07 0.0409
H 2.15905 -1.29830 -4.47049 -0.30 -0.17 -0.26 0.0803
H 0.28455 -4.09077 -5.25611 -0.20 -0.23 0.44 0.0592
H -0.82934 -2.86903 -5.74022 0.25 0.42 -0.35 0.0586
H 0.98252 -2.80558 -6.01981 -0.21 0.91 0.07 0.0860
H -3.00077 -2.70886 -5.05264 0.34 0.19 -0.59 0.0704
H -3.99366 -1.35363 -4.65718 -0.19 0.15 -0.04 0.0830
H -2.56894 -0.97335 -5.63362 -0.21 -0.55 -0.71 0.0850
H -1.26077 0.24852 -2.71182 0.11 0.18 -0.09 0.0444
H -2.90003 0.12930 -2.25891 -0.59 -0.21 -0.31 0.0661
H -2.44867 0.62605 -3.97055 -0.26 0.35 0.33 0.0872
O -2.84520 1.05289 2.21623 0.09 -0.82 0.49 -0.4110
P -3.56727 2.33216 2.10346 -1.22 2.57 0.33 0.5986
N -2.43993 3.58769 2.18455 1.49 -0.12 0.16 -0.2702
C -1.07164 3.33460 2.80057 -1.08 -0.07 -0.14 -0.0793
C -2.71674 5.01948 2.08281 0.23 -0.01 -0.60 -0.1294
N -4.69833 2.70879 3.38642 -1.23 -0.08 -4.40 -0.3171
C -5.46757 3.97737 3.30322 1.43 -0.44 0.24 -0.0965
C -4.70703 2.07513 4.63703 1.66 -1.17 0.87 -0.1411
N -4.37863 2.60536 0.62864 -1.12 -0.11 2.03 -0.3033
C -3.64652 2.86220 -0.57933 0.43 -1.04 -0.30 -0.1215
C -5.75982 2.07318 0.36784 1.64 -0.83 0.24 -0.0729
H -1.16694 2.69799 3.68021 0.05 -0.27 -0.21 0.0679
H -0.57788 4.23343 3.16991 -0.63 0.46 -0.10 0.0845
H -0.33521 2.93277 2.10464 -0.34 -0.41 -0.28 0.0525
H -2.76924 5.50506 3.05727 -0.13 0.03 0.07 0.0795
H -3.58646 5.28322 1.48101 -0.28 -0.45 0.26 0.0775
H -1.90372 5.48439 1.52517 0.27 0.07 0.09 0.0763
H -4.79302 4.69467 3.77073 -0.46 0.75 -0.10 0.0681
H -5.66623 4.24418 2.26522 -0.01 0.05 0.15 0.0673
H -6.38952 3.95479 3.88427 -0.01 -0.36 -0.14 0.0849
H -4.61471 0.99449 4.52844 -0.19 -0.12 0.02 0.0801
H -3.76346 2.38872 5.08360 -0.12 -0.07 1.27 0.0794
H -5.56910 2.28706 5.26949 0.06 0.24 -0.24 0.0917
H -2.57283 2.81835 -0.39661 0.05 0.85 0.05 0.0592
H -3.75317 2.00406 -1.24288 -0.31 -0.15 -0.32 0.0648
H -4.05090 3.72831 -1.10321 0.45 0.27 0.05 0.0942
H -6.07522 2.41453 -0.61812 -0.52 0.84 0.53 0.0837
H -6.39632 2.16808 1.24758 -0.24 0.63 -0.43 0.0729
H -5.71769 0.99990 0.18240 0.27 -0.42 0.18 0.0741

no.,HOMO-LUMO gap (eV)
1,9.564
2,2.817